This record from the Open Molecules 2025 dataset describes a single C5H7NO molecule at a distorted geometry. The level of theory is ωB97M-V with the def2-TZVPD basis set.

ORCA input file:
```
! wB97M-V def2-TZVPD RIJCOSX def2/J DEFGRID3
* xyz 0 1
C 2.326 -0.148 0.003
C 0.931 -0.005 -0.031
O 0.415 1.248 0.174
C -0.953 1.186 -0.103
C -1.322 -0.295 -0.284
N -1.002 -1.001 0.783
C -0.065 -1.020 -0.484
H 2.865 0.628 0.186
H 2.925 -1.097 0.241
H -1.656 1.553 0.798
H -1.474 1.751 -1.084
H -2.224 -0.550 -0.758
H -0.720 -0.373 1.662
H -0.045 -1.877 -1.103
*
```

SMILES: C=C1OC[C@@H]2N[C@H]12
ΔE to the lowest compared entry with this formula, charge and spin, eV: 4.674
Highest occupied orbital energy, eV: -8.32

This record from the Open Molecules 2025 dataset describes a single C5H7NO molecule at a distorted geometry. The level of theory is ωB97M-V with the def2-TZVPD basis set.

ORCA input file:
```
! wB97M-V def2-TZVPD RIJCOSX def2/J DEFGRID3
* xyz 0 1
C 0.755 0.458 0.836
C -0.402 0.026 0.022
C -0.315 -0.639 -1.341
C -1.665 0.272 0.516
O -2.808 -0.106 -0.129
C -4.082 0.193 0.045
N -5.214 0.303 -0.104
H 1.232 -0.366 1.493
H 0.479 1.245 1.592
H 1.465 0.884 0.211
H 0.475 -0.068 -1.907
H -0.128 -1.795 -1.302
H -1.356 -0.573 -1.678
H -1.956 0.843 1.465
*
```

SMILES: CC(C)=COC#N
ΔE to the lowest compared entry with this formula, charge and spin, eV: 2.879
Highest occupied orbital energy, eV: -9.16

This record from the Open Molecules 2025 dataset describes a single C5H7NO molecule. The level of theory is ωB97M-V with the def2-TZVPD basis set.

ORCA input file:
```
! wB97M-V def2-TZVPD RIJCOSX def2/J DEFGRID3
* xyz 0 1
C -1.716 -0.743 -0.168
N -1.985 0.581 -0.812
C -0.707 0.280 -0.292
C 1.152 -0.624 1.299
C 1.767 -0.303 -0.073
C 0.676 0.626 -0.538
O -0.040 1.001 0.717
H -2.080 -0.932 0.839
H -1.736 -1.587 -0.850
H -2.473 1.207 -0.173
H 1.667 0.003 2.045
H 1.852 -1.194 -0.709
H 2.731 0.226 -0.080
H 0.890 1.461 -1.204
*
```

ΔE to the lowest compared entry with this formula, charge and spin, eV: 6.954
Highest occupied orbital energy, eV: -8.32

Number 1: HOMO-LUMO gap 0.3436 hartree, electronic energy -8831.5286 eV. Number 2: HOMO-LUMO gap 0.3587 hartree, electronic energy -8833.3234 eV. Number 3: HOMO-LUMO gap 0.3265 hartree, electronic energy -8829.2486 eV.